No. 1
86
Properties=species:S:1:pos:R:3:lowdin_charge:R:1 method="wB97M-V/def2-TZVPD" homo_energy_ev="-11.3 / -11.3" lumo_energy_ev="-3.002 / -5.460" charge=+1 s2=0.757 multiplicity=2 gap_ev="8.341 / 5.882"
Ca 16.287 14.672 0.685 1.512
Ca 13.080 12.842 0.546 1.568
P 13.773 15.540 -0.377 0.069
O 13.051 16.759 0.261 -0.045
O 12.850 14.421 -0.909 -0.463
O 14.045 14.858 0.962 -0.566
O 15.243 15.659 -0.919 -0.476
O 16.338 10.403 0.403 0.161
C 15.384 11.211 0.102 -0.850
O 15.559 12.449 0.197 -0.182
O 14.220 10.781 -0.017 -0.064
H 15.759 9.644 0.506 0.126
C 8.901 11.500 0.079 -0.155
C 9.510 10.143 0.429 -0.144
C 10.918 10.530 0.813 -0.200
O 11.277 11.532 -0.142 -0.293
C 10.069 12.165 -0.627 -0.167
H 8.644 11.962 1.032 0.117
H 8.021 11.469 -0.564 0.126
H 9.479 9.621 -0.527 0.128
H 8.951 9.603 1.193 0.128
H 11.642 9.716 0.794 0.127
H 10.986 10.987 1.800 0.116
H 9.944 12.003 -1.698 0.133
H 10.091 13.247 -0.497 0.123
C 18.599 7.844 2.397 -0.171
C 18.294 6.791 3.463 -0.149
C 19.120 7.205 4.678 -0.194
O 19.827 8.306 4.182 -0.158
C 19.975 8.343 2.782 -0.189
H 17.889 8.660 2.266 0.089
H 18.615 7.384 1.409 0.110
H 18.547 5.788 3.121 0.113
H 17.222 6.763 3.658 0.088
H 19.803 6.446 5.058 0.118
H 18.551 7.602 5.519 0.118
H 20.822 7.699 2.548 0.125
H 20.172 9.342 2.392 0.107
C 13.457 8.387 4.443 -0.153
C 14.519 8.571 3.307 -0.137
C 15.347 9.786 3.826 -0.155
O 14.447 10.492 4.709 -0.117
C 13.211 9.818 4.710 -0.273
H 13.819 7.879 5.338 0.121
H 12.488 7.959 4.188 0.117
H 14.023 8.726 2.348 0.093
H 15.108 7.674 3.117 0.093
H 15.551 10.421 2.964 0.095
H 16.219 9.442 4.382 0.121
H 12.385 10.142 4.076 0.104
H 12.811 9.925 5.718 0.127
C 16.948 10.593 -5.054 -0.194
C 16.267 10.720 -3.735 -0.169
C 17.250 10.056 -2.790 -0.183
O 18.328 9.664 -3.644 -0.120
C 18.399 10.435 -4.800 -0.222
H 16.749 11.410 -5.747 0.122
H 16.635 9.648 -5.498 0.125
H 15.308 10.205 -3.796 0.117
H 16.133 11.768 -3.468 0.103
H 16.726 9.207 -2.351 0.120
H 17.519 10.740 -1.985 0.084
H 18.897 10.010 -5.671 0.132
H 18.942 11.351 -4.565 0.110
C 19.158 12.553 1.160 -0.056
C 19.162 13.092 -0.318 -0.205
N 18.320 14.293 -0.453 -0.304
C 19.064 15.553 -0.202 -0.251
C 19.436 15.706 1.291 -0.069
C 17.904 14.380 -1.893 -0.250
C 19.034 14.351 -2.948 -0.049
H 18.165 12.560 1.611 0.051
H 19.735 13.215 1.806 0.055
H 19.472 11.517 1.289 0.070
H 20.216 13.215 -0.569 0.128
H 18.808 12.257 -0.922 0.105
H 19.967 15.689 -0.796 0.117
H 18.524 16.468 -0.446 0.125
H 18.689 15.143 1.851 0.045
H 20.442 15.320 1.452 0.086
H 19.426 16.728 1.671 0.084
H 17.228 15.215 -2.078 0.097
H 17.167 13.578 -1.933 0.097
H 19.641 13.447 -2.925 0.068
H 19.663 15.237 -2.862 0.073
H 18.550 14.344 -3.924 0.084

=====

No. 2
83
Properties=species:S:1:pos:R:3:lowdin_charge:R:1 method="wB97M-V/def2-TZVPD" homo_energy_ev=-8.4 lumo_energy_ev=0.277 charge=0 de_lowest_ev=1.844 gap_ev=8.642
Pt 0.125 -0.127 0.059 0.888
N 3.500 1.432 2.948 0.159
C 2.493 1.007 2.124 -0.565
O 1.467 1.649 2.013 0.012
C 2.798 -0.284 1.390 -0.189
C 1.599 -1.179 1.150 -0.316
H 3.412 2.340 3.371 0.107
H 4.381 0.954 2.993 0.095
H 3.557 -0.833 1.959 0.117
H 3.236 -0.014 0.425 0.104
H 1.332 -1.604 2.114 0.004
H 1.802 -2.009 0.476 0.062
C -2.448 0.739 2.206 -0.392
C -3.198 0.875 0.908 -0.359
As -1.946 1.203 -0.622 1.124
C -1.597 3.096 -0.420 -0.289
C -0.512 3.619 -1.125 -0.070
C -0.212 4.970 -1.016 -0.061
C -0.977 5.800 -0.209 -0.083
C -2.049 5.278 0.499 -0.088
C -2.358 3.930 0.394 -0.102
C -3.156 0.876 -2.099 -0.289
C -3.310 1.840 -3.087 -0.078
C -4.152 1.594 -4.162 -0.077
C -4.834 0.389 -4.251 -0.087
C -4.677 -0.576 -3.266 -0.083
C -3.842 -0.330 -2.185 -0.097
As -1.106 -0.644 1.957 1.199
C -0.610 -1.081 3.784 -0.305
C 0.673 -1.000 4.313 -0.088
C 0.906 -1.324 5.642 -0.066
C -0.139 -1.722 6.462 -0.077
C -1.427 -1.772 5.951 -0.073
C -1.660 -1.444 4.624 -0.105
C -2.196 -2.152 1.390 -0.350
C -1.675 -3.001 0.419 -0.107
C -2.417 -4.081 -0.039 -0.070
C -3.691 -4.312 0.461 -0.079
C -4.221 -3.462 1.421 -0.077
C -3.475 -2.389 1.887 -0.123
H -3.076 0.475 3.058 0.071
H -1.910 1.659 2.448 0.081
H -3.878 1.725 0.886 0.070
H -3.778 -0.019 0.682 0.051
H 0.109 2.969 -1.728 0.085
H 0.634 5.366 -1.563 0.109
H -0.736 6.852 -0.127 0.102
H -2.648 5.918 1.135 0.101
H -3.201 3.553 0.958 0.085
H -2.761 2.772 -3.028 0.106
H -4.267 2.341 -4.936 0.104
H -5.486 0.198 -5.095 0.102
H -5.200 -1.520 -3.340 0.102
H -3.714 -1.093 -1.423 0.094
H 1.506 -0.658 3.720 0.076
H 1.912 -1.256 6.034 0.108
H 0.047 -1.977 7.497 0.106
H -2.256 -2.064 6.582 0.107
H -2.675 -1.487 4.254 0.078
H -0.694 -2.807 0.003 0.082
H -2.001 -4.730 -0.797 0.109
H -4.274 -5.148 0.096 0.105
H -5.220 -3.628 1.803 0.105
H -3.924 -1.720 2.612 0.093
O -0.537 0.887 -1.610 -0.614
C 7.630 -1.699 -3.962 -0.057
C 6.255 -1.201 -3.605 -0.281
C 6.084 -0.132 -2.732 -0.045
C 4.817 0.343 -2.425 -0.057
C 3.704 -0.258 -2.989 -0.270
C 3.854 -1.322 -3.865 -0.047
C 5.124 -1.787 -4.166 -0.042
S 2.078 0.325 -2.574 0.493
O 1.211 -0.103 -3.637 -0.304
O 2.207 1.746 -2.339 -0.319
O 1.852 -0.436 -1.273 -0.493
H 8.385 -1.293 -3.289 0.071
H 7.899 -1.405 -4.979 0.081
H 7.681 -2.787 -3.914 0.077
H 6.955 0.343 -2.295 0.107
H 4.683 1.192 -1.767 0.112
H 2.972 -1.764 -4.309 0.113
H 5.240 -2.616 -4.855 0.112

=====

No. 3
31
Properties=species:S:1:pos:R:3:lowdin_charge:R:1 method="wB97M-V/def2-TZVPD" homo_energy_ev="-8.9 / -13.7" lumo_energy_ev="-2.359 / -5.779" charge=+1 s2=2.007 multiplicity=3 gap_ev="6.562 / 7.884"
C 1.178 1.254 -1.526 -0.040
C 1.729 0.622 -0.480 -0.164
C -0.112 -1.999 0.219 -0.373
C -0.310 1.277 -1.635 -0.123
C 0.823 0.005 0.741 -0.115
C -0.997 1.325 -0.269 -0.293
C 3.172 0.451 -0.186 -0.022
C -0.201 -3.491 -0.109 0.018
C -2.557 1.623 -0.407 -0.007
C -1.248 0.396 1.933 0.014
N -1.094 -1.176 0.074 0.196
N 0.980 -1.491 0.864 0.145
N -0.693 0.167 0.601 -0.196
H 1.753 1.813 -2.235 0.118
H -0.671 2.154 -2.122 0.111
H -0.820 0.426 -2.243 0.164
H 1.201 0.459 1.568 0.111
H -0.697 2.165 0.195 0.114
H 3.894 1.095 -0.676 0.103
H 3.367 -0.535 -0.322 0.044
H 3.257 0.594 0.911 0.106
H 0.778 -3.945 0.052 0.077
H -0.565 -3.510 -1.200 0.118
H -1.005 -4.039 0.496 0.118
H -2.909 0.696 -0.817 0.070
H -2.784 2.165 -1.371 0.108
H -3.126 2.008 0.436 0.085
H -0.877 -0.423 2.696 0.166
H -1.088 1.403 2.262 0.110
H -2.314 0.303 1.842 0.094
H 1.936 -1.794 0.710 0.143

=====

No. 4
11
Properties=species:S:1:pos:R:3:lowdin_charge:R:1 method="wB97M-V/def2-TZVPD" homo_energy_ev=-2.2 lumo_energy_ev=3.497 charge=-1 de_lowest_ev=1.991 gap_ev=5.685
C 0.256 -0.121 -1.716 -0.486
S -0.566 -1.739 -1.488 0.536
H -0.453 0.533 -2.222 0.015
H 1.127 -0.256 -2.353 0.005
H 0.534 0.309 -0.733 -0.012
H 0.258 -2.135 -0.510 -0.173
C -0.236 0.673 1.802 -0.489
O 0.619 1.343 0.990 -0.460
H -1.102 1.314 2.105 0.026
H 0.225 0.339 2.768 0.023
H -0.662 -0.260 1.355 0.016

=====

No. 5
39
Properties=species:S:1:pos:R:3:lowdin_charge:R:1 method="wB97M-V/def2-TZVPD" homo_energy_ev=-14.3 lumo_energy_ev=-10.675 charge=+2 de_lowest_ev=0.000 gap_ev=3.599
O 4.660 -0.165 2.558 -0.340
S 5.603 -0.129 1.486 0.316
O 5.709 1.057 0.705 -0.314
Cl 7.430 -0.554 2.272 0.423
C 5.339 -1.513 0.410 -0.285
C 4.298 -1.199 -0.655 -0.208
C 2.969 -0.624 -0.127 -0.184
C 2.406 0.461 -1.070 -0.028
B 0.867 0.541 -1.169 -0.428
O -0.025 -0.458 -0.738 0.334
B -1.298 -0.081 -0.478 -0.519
C -2.406 -1.161 -0.108 -0.015
C -3.668 -0.427 0.289 -0.265
C -4.878 -1.298 0.661 -0.837
F -5.092 -2.221 -0.299 0.058
Br -4.484 -2.102 2.356 0.971
C -6.210 -0.405 0.724 -0.870
F -5.820 1.033 0.795 -0.235
F -6.808 -0.452 -0.493 -0.029
Br -7.437 -0.647 2.114 1.028
O -1.734 1.236 -0.512 0.252
B -0.666 2.131 -0.748 -0.652
N -0.551 3.346 0.021 0.248
C -0.863 4.389 -0.571 -0.748
S -1.297 5.720 -1.234 0.852
O 0.252 1.711 -1.663 0.332
H 6.290 -1.719 -0.071 0.098
H 5.097 -2.389 0.996 0.112
H 4.719 -0.527 -1.390 0.111
H 4.078 -2.128 -1.170 0.122
H 2.248 -1.420 0.029 0.111
H 3.116 -0.151 0.833 0.085
H 2.832 0.413 -2.070 0.131
H 2.714 1.432 -0.685 0.136
H -2.095 -1.794 0.718 0.126
H -2.563 -1.813 -0.964 0.142
H -3.901 0.180 -0.650 -0.026
H -3.453 0.241 1.114 0.138
Sn -5.377 1.484 -1.216 1.861

=====

> The highest charge belongs to which entry?

C9H12B3Br2ClF3NO5S2Sn